[1]
# C6H9N

A structure of composition C6H9N (ωB97M-V with the def2-TZVPD basis set, the Open Molecules 2025 dataset).

```
16
Properties=species:S:1:pos:R:3:forces:R:3
C -0.86636 -0.81001 0.84188 -0.38 -0.27 0.02
H 2.31184 -0.42487 0.82401 -0.10 0.07 -0.19
C 0.71275 0.50571 -0.26397 0.27 0.19 -0.49
H 2.79488 0.72184 -0.44517 0.06 -0.14 0.01
H -0.23180 1.09190 1.74542 0.10 -0.18 -0.26
H -0.92977 2.46883 -0.32970 -0.16 -0.07 0.18
H -1.69851 -2.48119 -0.11969 0.33 -0.29 0.19
N 0.03169 0.87298 -1.29429 0.54 0.32 0.24
H 2.20632 -0.89138 -0.89130 0.00 0.13 0.04
C -1.04258 1.38378 -0.39220 -0.30 0.22 -0.09
C -1.12880 -1.56930 -0.22513 -0.02 -0.09 0.29
H -0.98270 -1.22897 1.83456 -0.48 0.07 0.03
C -0.36260 0.61527 0.76646 0.09 -0.11 0.03
H -0.81492 -1.32410 -1.23790 -0.37 0.31 0.17
H -2.08258 1.13544 -0.62829 0.26 -0.15 -0.11
C 2.08314 -0.06592 -0.18470 0.15 0.00 -0.07
```
Forces are in eV/Å.

Results
- calculated total energy (hartree) = -288.690173
- 2S+1 = 1
- energy above the lowest of the compared OMol25 structures with the same formula, charge and spin (eV) = 2.500
- HOMO (eV) = -9.40
- HOMO-LUMO gap (eV) = 10.50
- net charge = 0
- E_LUMO (eV) = 1.1
- maximum force (eV/A) = 0.67



[2]
# C46H115N9O9

A cluster of 9 separate species, C46H115N9O9 in total at a distorted geometry (ωB97M-V with the def2-TZVPD basis set, the Open Molecules 2025 dataset).

```
179
Properties=species:S:1:pos:R:3:forces:R:3
H -6.56695 -1.55902 2.89347 -0.39 0.96 -0.06
H -10.75311 -1.46258 2.96316 0.55 0.02 0.84
C -1.81881 1.21061 -3.80288 1.22 -2.39 1.19
H 2.54321 -1.14342 0.52581 0.77 -0.38 -0.08
C 4.02664 4.47505 -4.60151 -0.11 2.27 -2.51
H -2.79033 -1.31665 0.09723 0.87 -0.13 0.06
H 2.18974 1.14469 -6.74814 -0.14 0.08 -0.20
H 3.95255 3.74390 0.51704 1.08 -0.49 -0.48
C 3.72035 5.29370 -5.94246 0.21 -1.18 -0.13
H 6.13792 4.80145 -4.69392 0.29 0.20 0.62
C 2.76621 2.51839 5.55930 -1.10 -0.69 -1.24
H 0.34915 -3.78818 2.61388 -0.32 0.18 -0.70
H 3.39441 1.75703 6.02167 1.16 0.53 -0.28
O -3.49166 3.60805 2.21852 1.10 0.86 3.04
H 2.64266 5.80543 -3.45409 0.25 -0.01 -0.30
O 2.96744 2.79286 4.13791 0.22 -0.03 1.26
H 5.59447 -0.79810 0.80231 -0.63 0.39 -0.51
H 1.56281 -4.98847 2.39533 0.31 0.03 -0.02
H 2.95695 -4.83042 0.51781 0.18 -0.40 0.01
H -5.71929 1.29913 -7.14830 -0.46 -0.78 -0.08
H 2.65322 3.41759 6.16492 0.25 0.04 -0.10
C 1.28477 -8.58894 -0.77809 -1.16 -1.73 0.82
N 1.03789 0.83833 1.28389 0.75 0.03 -0.79
C 2.38591 -4.88039 -0.40929 -1.35 -1.20 -0.49
N 2.74737 -1.83128 2.99423 -1.31 -0.58 -1.03
H -2.52285 1.81760 3.43994 -0.33 -0.53 0.82
H 3.20310 -7.24613 1.41990 0.35 -0.45 -0.16
H -5.01879 2.44837 1.41996 0.17 -0.34 -0.04
H -1.58180 -4.76931 -0.57238 0.27 0.01 -0.10
C 2.86298 4.75085 -3.61969 1.84 -1.58 1.27
H -2.74724 -0.48268 -1.53018 0.40 -1.13 -0.35
C 2.46579 -0.39559 -0.26339 -0.31 -1.12 1.36
C -1.99847 0.91668 3.12137 0.07 -0.99 0.04
H -2.28158 -0.47299 4.79537 -0.23 0.55 0.22
C 5.76070 -1.72929 0.26069 -1.03 0.31 1.10
H 0.50717 4.42910 0.68510 0.33 0.08 -0.31
C 4.97496 -2.68339 2.34948 1.59 2.43 1.35
H 4.76216 3.86680 4.01970 0.32 -0.27 0.20
H -1.35710 -3.57458 0.74170 0.28 0.08 -0.32
H 1.12425 -9.42417 -0.09638 -0.77 -0.05 0.30
H 4.25989 -0.09224 4.68513 0.13 0.12 -0.17
C -2.62511 3.73137 1.20758 1.01 -2.25 -3.98
H -0.80829 3.42903 2.34959 -0.45 -0.09 0.41
H 4.42064 5.10040 -6.75508 0.50 -0.36 0.27
H 2.30390 -8.83697 1.53362 0.20 0.16 -0.21
H -3.81311 -1.91712 2.77969 0.05 0.35 -0.35
C -6.09066 1.66519 -6.19113 1.01 -0.39 -0.29
C 1.43196 -7.31779 0.04030 0.08 0.27 0.59
H 2.79352 4.91518 -6.37352 -0.41 0.51 0.14
H 2.85799 -4.16908 -1.08697 0.29 -0.41 -0.26
C -6.19128 -1.00129 0.78197 -0.31 0.09 -0.31
H 5.47398 -1.69662 -0.79042 -0.42 0.03 0.26
C -2.98278 -2.60571 2.93626 -0.10 0.07 -0.26
H 0.02193 -1.40261 3.06970 0.06 0.75 -0.42
H -1.39424 0.41048 -3.19656 1.14 0.48 0.24
H 4.05801 -1.74155 5.15557 0.25 -0.30 0.13
H 5.23114 6.15714 -3.83537 0.04 0.10 -0.59
N 4.00182 5.73665 2.06110 1.14 1.72 0.18
H 1.72864 -7.32628 2.25557 -0.28 -0.22 -0.03
H -10.71644 -1.24222 1.32257 0.00 0.64 -0.60
H -1.26983 6.17595 1.07718 0.49 -0.05 -0.12
H 2.95072 -2.61329 2.38825 -2.39 -0.84 -0.19
O 4.95189 -2.76194 0.94766 0.57 0.21 -0.99
H 4.78366 -3.61386 2.88401 -0.74 -0.39 -0.62
H -0.42936 -1.38703 0.53261 0.13 -0.03 0.14
H 5.21978 3.17417 1.85340 0.28 0.60 -0.63
H -10.65056 0.24146 2.41490 -0.25 -0.24 -0.24
H -0.08889 -1.07961 -1.19044 -0.37 -0.61 -0.30
C 2.24085 -7.75759 1.39550 -0.59 1.72 -1.05
H 2.93308 2.66183 -7.23718 1.06 -0.43 0.18
N -5.87780 1.36146 -3.79980 -0.80 0.35 0.69
H 3.20455 -6.80177 -0.98999 0.64 -0.12 0.92
H 2.45514 4.49975 2.12868 -0.35 -0.65 0.30
H -3.45134 2.34032 -5.08479 -0.01 0.10 0.14
H 1.28457 -3.39901 0.36895 -0.92 0.42 0.30
C -6.83769 -1.88470 1.88911 0.97 1.19 -0.14
H 4.22700 -0.58770 2.40653 0.37 -0.01 -0.31
O -0.84654 -7.43692 1.09524 1.17 -0.11 0.89
H -3.25105 -3.55639 2.47545 0.25 0.02 -0.15
H -3.41671 0.72320 -5.89805 0.75 0.39 -0.38
H 4.85905 5.65590 1.53315 0.22 0.29 0.17
H 0.44558 -8.62116 -1.47295 0.14 0.40 -0.19
H 0.84137 4.22825 -3.23066 0.03 -0.75 0.38
C 5.33266 5.08721 -4.01717 -1.70 -1.07 0.31
H 5.28692 4.67092 -3.01083 1.26 -0.34 0.07
H 5.64685 -1.21514 4.51578 0.00 0.16 0.26
H -8.81325 -2.57684 1.05211 -0.25 0.88 -1.04
C 0.97932 -4.31240 -0.14158 2.29 -0.30 0.51
H -0.78840 -2.21290 4.24786 -0.57 -0.15 0.52
H -2.62878 0.29833 2.48227 -0.17 0.52 -0.59
H 1.83342 1.95545 5.59285 -0.49 0.47 -0.08
H -1.66969 -7.36197 0.60697 0.14 0.20 -0.49
C -3.71268 1.28463 -5.01188 -2.40 -1.29 -0.92
H -5.16644 -1.30451 0.56788 0.13 -0.17 0.43
N -0.44231 0.55352 4.98098 -0.53 -0.69 -0.63
C -0.22090 -0.61845 -0.21166 0.60 -1.05 -1.10
H 3.26117 4.30802 -2.70674 0.23 0.58 0.78
H 6.01340 -2.50454 2.62833 0.35 0.25 0.23
H -7.13598 1.43760 -5.98231 0.00 0.04 -0.48
H -5.19423 -3.05198 1.47954 0.15 0.40 0.28
C 1.67032 3.90691 -3.86128 -0.43 1.02 -2.31
H 2.44388 2.12843 -3.03408 0.08 -0.26 0.11
N -0.31102 3.90643 0.40673 -0.28 -0.89 -0.40
C 3.04716 2.12607 -5.08123 0.84 -0.34 1.20
O -1.32331 0.28747 -0.29406 -0.48 -0.43 1.06
H 0.60440 -4.00450 -1.11767 -0.85 -0.43 0.21
H -2.14914 -5.02911 1.05493 0.17 -0.57 0.28
H -5.92737 2.37007 -3.81855 -0.11 0.28 0.66
C 3.68691 3.97552 3.87784 -0.06 1.15 -0.88
N -6.12431 -3.15227 1.86030 -1.26 -1.69 -0.60
H -1.20303 1.39359 2.54873 0.10 -0.61 -0.05
H -5.31630 4.16761 1.69650 -0.51 0.06 -0.35
H 6.85036 -1.70270 0.26607 0.33 -1.54 0.45
H 2.73828 -0.85163 -1.21516 -0.42 0.19 -0.09
H 0.07923 0.93575 1.58650 0.10 -0.25 -0.03
H -0.02453 2.94075 0.48077 0.51 -0.40 -0.78
C 2.21436 -6.34833 -0.94504 2.18 0.49 1.78
H 0.09683 -5.39872 3.13687 -0.62 -0.50 -0.51
H 0.95364 0.89774 -0.80323 -0.08 0.61 -0.11
C -0.98867 -1.47419 3.47178 1.22 0.19 -0.29
H 2.16247 -6.47290 -2.02665 -1.94 0.38 -0.11
C -1.47440 -0.11385 4.15696 -0.17 0.17 -0.66
H -1.29939 1.18824 -4.76090 -0.08 0.20 -0.19
C -1.31614 -4.63081 0.47564 -0.10 -0.17 0.65
C 2.40050 2.16460 -6.42649 -0.54 0.20 -2.09
H 1.13833 1.88982 -4.19890 0.08 -0.34 0.03
H 1.39555 4.26157 -4.85466 -0.85 -0.24 -0.43
H 5.88832 2.30219 -5.44788 0.08 -0.11 0.22
H 1.49348 2.75200 -6.56931 -0.56 -0.15 0.98
H -8.68618 -2.53754 2.72803 0.23 -0.98 0.24
O 5.23336 2.86055 -5.87315 -0.60 0.12 -0.39
H 1.54487 0.25581 1.93485 -0.02 -0.10 0.48
C 3.51043 0.65234 -4.76690 0.11 0.70 -1.16
H -2.86650 4.27028 0.29139 -0.80 1.62 0.35
H -5.22948 1.07078 -3.08197 -0.03 0.17 0.41
C -10.32325 -0.78143 2.22874 0.49 0.27 -0.18
H 3.14957 0.41418 -0.00880 0.11 -0.01 -0.19
C 4.11262 -1.48399 3.01618 2.62 0.47 0.31
C 1.08056 0.13929 -0.03073 -1.62 2.45 -0.02
O -3.10689 0.63792 -3.88583 -1.20 2.17 -1.26
H -6.56619 -3.68782 1.12678 -0.17 -0.70 -0.13
N 0.12462 -6.65369 0.42990 0.83 1.33 -2.03
O -8.88796 -0.72495 2.18255 -2.12 1.54 -0.91
C -1.20295 4.03263 1.53226 0.23 2.86 1.70
C -1.06486 5.53039 1.93119 -0.51 -0.60 1.12
H -1.66047 2.15592 -3.28384 -0.71 0.24 -0.09
H -5.31580 -0.06234 -5.15599 -0.38 -0.19 -0.13
C 4.56570 -1.10672 4.42938 0.07 -0.30 -0.32
H 3.75827 6.37943 -5.85383 -0.47 -0.03 0.50
C 3.51419 4.46824 2.38464 -0.56 -3.39 1.00
H 3.66657 2.46065 1.68460 -0.16 -0.10 -0.20
H 3.94433 0.51925 -3.77588 0.43 0.35 -0.24
H -6.10983 0.07842 0.90728 -0.57 0.03 0.31
H -3.44174 0.23063 -0.29869 0.36 0.77 1.01
H -2.99465 -2.75592 4.01579 0.53 -0.15 0.13
H -6.68868 -1.20692 -0.16587 -0.31 0.18 -0.12
H -0.09537 5.65193 2.41433 0.32 0.42 -0.52
H 0.41222 0.48372 4.44710 0.48 0.18 0.18
C 2.05437 2.44648 -4.00116 -1.23 0.69 1.43
O -1.73399 -2.11931 2.41007 -1.01 0.66 1.95
C -4.80227 3.28700 2.08171 -1.31 0.71 -0.44
H 3.36833 4.77365 4.54835 -0.24 0.20 0.27
C 0.11435 -5.18420 0.80536 -1.98 0.41 -0.03
H -1.75307 5.85083 2.71335 -0.36 -0.28 0.05
C -2.57028 -0.40452 -0.45748 -0.48 1.14 -1.34
C -5.29444 1.02151 -5.04232 2.14 0.20 -0.53
H -0.31061 0.13726 5.89174 0.09 -0.29 -0.03
C 4.20621 3.39280 1.51729 -1.98 0.20 0.62
H 2.40501 -2.15133 3.88892 0.11 -0.36 0.05
H -2.58173 2.80121 0.64099 0.15 -1.27 0.20
H 4.16076 0.44042 -5.61558 0.67 -0.45 0.42
H -5.95932 2.72360 -6.41611 -0.01 0.43 1.06
H 2.17182 -9.03026 -1.23251 0.46 1.09 -0.44
C -8.41319 -1.95166 1.85036 3.04 -2.47 2.19
H 2.74484 -0.12002 -4.84072 -0.58 0.42 -0.08
H 4.15624 6.28216 2.89698 0.18 0.38 -0.09
C 0.48982 -4.82230 2.29938 0.98 -0.58 -0.23
N 4.22252 3.02620 -4.89656 -0.41 0.34 1.59
H -5.20522 3.12943 3.08216 0.04 -0.35 -0.06
```
Forces are in eV/Å.

Results
- calculated total energy (hartree) = -2991.057333
- 2S+1 = 2
- energy above the lowest of the compared OMol25 structures with the same formula, charge and spin (eV) = 0.991
- HOMO (alpha / beta) (eV) = 0.74 / -6.10
- ⟨S²⟩ = 0.750
- HOMO-LUMO gap (alpha / beta) (eV) = 1.33 / 8.14
- net charge = -1
- E_LUMO (alpha / beta) (eV) = 2.1 / 2.0
- maximum force (eV/A) = 4.68



[3]
# C6H13NS

An isolated molecule of C6H13NS at a distorted geometry (ωB97M-V with the def2-TZVPD basis set, the Open Molecules 2025 dataset).

```
21
Properties=species:S:1:pos:R:3:forces:R:3
C -0.40813 2.12490 0.15793 -1.81 -4.28 0.92
S -1.54820 1.48723 2.53630 -0.04 0.21 0.23
H -0.63596 2.02306 3.32238 -0.20 0.34 1.05
H -0.90411 -1.63503 1.17042 1.19 -1.11 -1.48
C 1.66988 -0.39694 0.04657 1.07 0.62 -0.22
C 0.05094 -0.72404 -1.85679 0.88 -0.59 0.34
H 0.56558 -2.51937 0.29560 -1.51 0.17 0.19
C -0.70363 0.60695 0.16964 -0.64 1.04 -0.24
C 0.16285 -0.58004 -0.35524 0.44 0.97 0.43
H 0.70432 -1.50925 -2.27303 -0.13 0.25 0.37
H -1.05540 -2.36103 -0.49173 -0.31 -0.16 -0.19
C -0.35320 -1.87484 0.16346 -0.14 -0.59 3.35
H 1.87052 0.49950 0.77354 -0.46 -1.80 -1.36
H -0.93267 -0.95430 -2.13159 -1.62 -0.48 -0.38
N -0.31090 1.37626 1.37327 -0.20 -1.39 -0.92
H 0.38056 2.62320 -0.15034 4.42 1.57 -1.49
H 2.10708 -0.14921 -0.98645 0.31 -0.32 1.86
H -1.22726 2.67554 -0.05477 -3.00 1.67 -0.15
H 0.26063 0.17872 -2.31678 0.78 1.90 -1.18
H -1.86124 0.48406 0.10960 2.06 -0.19 -0.07
H 2.16835 -1.37537 0.49801 -1.08 2.17 -1.07
```
Forces are in eV/Å.

Results
- calculated total energy (hartree) = -689.233428
- 2S+1 = 1
- energy above the lowest of the compared OMol25 structures with the same formula, charge and spin (eV) = 3.280
- HOMO (eV) = -8.78
- SMILES = CC(C)(C)[C@@H]1CN1S
- HOMO-LUMO gap (eV) = 9.68
- net charge = 0
- E_LUMO (eV) = 0.9
- maximum force (eV/A) = 4.92



[4]
# C24H44Cl3CuN2O4Si

A structure of composition C24H44Cl3CuN2O4Si at a distorted geometry (ωB97M-V with the def2-TZVPD basis set, the Open Molecules 2025 dataset).

```
79
Properties=species:S:1:pos:R:3:forces:R:3
Cl -0.70382 -2.29229 -1.71917 0.76 -2.93 0.71
H -0.96552 5.93504 1.88030 0.26 -0.06 0.03
H -0.28307 1.32488 4.11922 -0.29 -0.20 0.26
Si -0.52000 -0.18363 -1.60894 -1.01 2.61 -0.50
H -2.32578 4.24928 1.72440 0.20 -0.25 -0.02
C 2.16150 -2.38015 -4.57419 0.17 0.51 0.42
H -2.88454 -0.13298 -2.31431 0.07 0.19 -0.16
H 2.86889 1.91195 -3.72439 -0.44 0.08 -0.34
H -2.04152 1.26568 4.41989 0.35 -0.27 0.16
Cl 2.10365 -0.33491 2.37145 0.28 0.01 0.00
H 2.93424 -0.00240 -2.72360 -0.24 -0.31 -0.47
H -0.05250 -1.00653 -4.86697 -0.09 0.39 0.12
C -0.06870 5.42345 1.52321 0.41 0.03 -0.08
C -0.38865 1.74722 -1.91882 0.35 0.52 -0.02
C -1.96658 -0.26064 -2.90786 -0.08 -0.15 -0.61
H 2.23375 -2.32288 -1.21748 -0.01 -0.23 -0.24
H -2.06201 -1.22902 -3.42898 -0.02 0.46 0.22
Cu 2.44039 0.92893 0.64323 -1.27 -0.49 0.19
N -0.26656 3.98610 1.61205 0.16 -0.65 -0.20
H -0.07384 -3.68970 3.79864 -0.08 -0.17 -0.04
H -0.33417 1.94887 -2.99374 -0.09 0.13 0.07
H -0.95617 0.54150 -6.60183 0.16 0.10 0.13
C -2.49044 -2.21087 2.87547 -0.58 0.17 -0.32
H -1.87100 0.50557 -3.67850 -0.38 0.26 0.16
C -1.62190 3.43592 1.50482 -0.41 -0.28 -0.08
H 0.12980 5.71962 0.47985 -0.13 0.06 0.36
O -0.99815 -0.47133 4.87771 -0.06 1.17 1.20
H -2.73158 -3.67752 0.78823 0.22 0.04 0.11
O -3.24570 -1.65214 2.08203 0.59 -0.54 0.72
C 1.94447 -0.41610 -2.98851 0.11 -0.32 0.37
C 1.40578 0.41536 -4.15077 0.16 -0.28 0.09
H -1.61233 -3.83203 4.67038 0.10 -0.15 -0.04
C -1.05904 0.97046 4.82832 0.23 0.15 -0.74
H -1.10923 -5.11961 3.52590 -0.04 0.18 0.15
H -1.05286 0.13412 7.87082 0.06 -0.02 0.03
H 0.79861 5.68629 2.14856 -0.35 0.17 -0.24
C -1.31867 -0.03375 0.12950 -0.02 -0.72 -0.20
H -2.27592 -1.80107 3.87822 -0.22 -0.15 -0.24
C 1.55390 2.49782 -5.38248 0.01 -0.55 0.29
H -0.76238 -1.74158 6.45890 0.04 0.02 0.02
C -1.85619 -4.01251 1.35051 0.19 -0.18 -0.34
H 2.17076 -3.77345 -2.28059 0.04 0.30 0.21
C 2.48203 -3.78885 -4.96290 0.01 -0.42 -0.17
O 0.67763 1.96349 1.16944 1.09 1.27 0.03
H -1.84151 3.04510 0.48936 0.30 0.18 0.59
C -0.29964 -0.83047 6.07400 0.42 -0.28 -0.43
O 1.23054 -0.22749 -1.76761 -0.49 -0.64 -0.18
H 0.74439 -1.05315 5.81955 -0.08 -0.07 -0.05
H -1.73439 1.97095 6.65759 0.35 -0.04 -0.11
H 3.55729 -4.01211 -4.90308 -0.13 0.04 0.04
H 1.76504 3.68718 1.54026 -0.12 -0.12 -0.24
H 3.66773 -2.84453 -2.13154 -0.15 0.07 -0.05
C -0.34077 0.33036 7.06903 -0.32 0.27 -0.08
C 2.02045 1.64694 -4.36940 -0.23 0.27 -0.45
H 1.98630 -1.71997 -5.42134 -0.06 -0.02 0.30
C 0.46308 2.10527 -6.17365 0.45 0.44 0.15
C 2.15668 -1.89785 -3.31836 0.17 0.12 -0.86
H -0.59410 -0.15558 0.93744 -0.08 -0.08 0.10
H -0.95222 -3.79947 0.76067 -0.28 0.11 0.10
H 2.05597 3.44708 -5.54466 -0.16 -0.04 -0.05
C 2.56971 -2.75518 -2.16595 0.06 -0.32 0.32
H -2.08963 -0.81342 0.24107 0.42 0.22 0.00
C -1.11187 -4.04237 3.72060 0.19 0.54 -0.07
C -0.12542 0.86478 -5.97453 0.15 -0.60 0.32
H -1.78109 2.62115 2.24365 0.26 0.45 -0.57
Cl 3.72835 1.42245 -0.96377 0.49 0.61 0.27
H -1.23438 2.30577 -1.51055 -0.26 0.06 -0.06
H 1.96357 -4.52723 -4.33931 0.08 0.12 -0.03
H -1.90415 -5.09699 1.49671 -0.13 0.07 -0.05
C -0.80645 1.55270 6.24161 -0.22 -0.41 -0.29
H 0.63963 0.49688 7.51531 -0.06 -0.05 0.02
H 2.17586 -3.96803 -6.00271 0.08 -0.02 0.23
H 0.52696 2.17048 -1.49363 0.05 0.13 0.12
H -0.04507 2.34033 6.19241 -0.23 -0.17 0.09
C 0.35773 -0.00426 -4.98032 0.12 0.67 -0.20
H 0.10178 2.77925 -6.95619 0.06 -0.26 0.25
H -1.82570 0.92538 0.26740 0.22 -0.05 -0.12
N -1.82503 -3.37232 2.64814 -0.26 -0.03 -0.01
C 0.79373 3.18274 1.41479 -0.81 -0.65 0.03
```
Forces are in eV/Å.

Results
- calculated total energy (hartree) = -4662.013904
- 2S+1 = 2
- energy above the lowest of the compared OMol25 structures with the same formula, charge and spin (eV) = 0.000
- HOMO (alpha / beta) (eV) = -4.15 / -4.15
- ⟨S²⟩ = 0.753
- HOMO-LUMO gap (alpha / beta) (eV) = 6.32 / 4.55
- net charge = -1
- E_LUMO (alpha / beta) (eV) = 2.2 / 0.4
- maximum force (eV/A) = 3.11



> Look up the calculated total energy of the first one.

-288.690173 hartree



> Look up the maximum force of the third one.

4.92 eV/A